{"formula": "H12O6", "method": "ωB97M-V/def2-TZVPD", "elements": ["O", "H", "H", "O", "H", "H", "O", "H", "H", "O", "H", "H", "O", "H", "H", "O", "H", "H"], "xyz": [[0.25, 1.66, 0.55], [0.31, 0.92, 1.16], [0.91, 1.46, -0.13], [1.47, -0.21, 3.07], [1.80, -0.42, 2.19], [2.00, 0.54, 3.35], [-0.63, 0.03, -1.98], [-1.30, 0.19, -2.65], [-1.09, 0.19, -1.15], [-1.53, -2.70, -2.26], [-0.64, -3.07, -2.22], [-1.41, -1.78, -2.01], [-3.82, 3.31, 1.56], [-3.70, 2.65, 0.87], [-2.94, 3.68, 1.68], [4.00, -2.19, -0.93], [4.75, -1.61, -0.76], [3.35, -1.94, -0.27]], "smiles": "O.O.O.O.O.O", "de_lowest_kcal_mol": 38.5, "charge": 0}

{"formula": "H12O6", "method": "ωB97M-V/def2-TZVPD", "elements": ["O", "H", "H", "O", "H", "H", "O", "H", "H", "O", "H", "H", "O", "H", "H", "O", "H", "H"], "xyz": [[2.90, 0.59, -3.44], [3.57, -0.03, -3.70], [2.43, 0.13, -2.72], [0.93, -1.02, -1.96], [0.36, -0.59, -2.61], [0.78, -1.96, -2.11], [-2.68, -0.02, 3.44], [-2.49, -0.34, 2.57], [-3.22, -0.65, 3.85], [0.28, 2.78, 0.89], [0.72, 1.96, 0.72], [-0.28, 2.62, 1.65], [-1.71, -0.88, 1.11], [-2.01, -0.54, 0.31], [-1.34, -1.70, 0.80], [0.85, 0.11, 0.58], [0.00, -0.19, 0.91], [0.90, -0.26, -0.29]], "smiles": "O.O.O.O.O.O", "de_lowest_kcal_mol": 34.2, "charge": 0}

{"formula": "H12O6", "method": "ωB97M-V/def2-TZVPD", "elements": ["O", "H", "H", "O", "H", "H", "O", "H", "H", "O", "H", "H", "O", "H", "H", "O", "H", "H"], "xyz": [[-2.41, 1.75, -0.69], [-2.47, 1.26, -1.52], [-3.32, 1.98, -0.47], [2.78, 0.43, -0.34], [2.10, -0.21, -0.57], [2.34, 1.02, 0.29], [0.92, -1.76, -0.88], [1.01, -1.42, -1.78], [0.17, -2.37, -0.92], [2.38, -3.47, 0.85], [2.50, -4.23, 0.27], [1.89, -2.82, 0.31], [-0.47, 0.08, 0.66], [-1.03, 0.72, 0.20], [-0.09, -0.50, -0.03], [-1.72, 3.29, 1.61], [-2.06, 2.76, 0.86], [-2.50, 3.49, 2.14]], "smiles": "O.O.O.O.O.O", "de_lowest_kcal_mol": 38.1, "charge": 0}

no.,total energy (eV),orbital gap (hartree),highest occupied orbital energy (eV)
1,-12479.4461,0.40081,-11.22
2,-12479.6295,0.36590,-10.41
3,-12479.4603,0.38960,-10.92